Model A:
DFT (the ωB97M-V functional and the def2-TZVPD basis) results for C2H4O2S as an isolated structure.

CARTESIAN COORDINATES (ANGSTROEM)
C 0.717 0.260 0.933
C -0.257 -0.326 -0.185
H 1.162 2.525 1.990
H 1.479 0.925 0.383
H 1.043 -0.332 1.752
H -1.683 0.734 0.714
O 0.035 1.346 1.934
O -1.493 -0.361 0.133
S 0.431 -0.708 -1.617

Results
Charge: 0
HOMO: -8.93 eV
LUMO energy: -1.72 eV
Kohn-Sham gap: 7.2 eV
Multiplicity: 1


Model B:
DFT (the ωB97M-V functional and the def2-TZVPD basis) results for a 2-piece molecular cluster, C2H4O2S overall.

CARTESIAN COORDINATES (ANGSTROEM)
C -0.022 -0.676 -0.193
C -0.726 0.482 0.030
O 3.310 1.438 0.372
O 3.131 -0.997 0.358
S 2.799 0.267 -0.280
H 0.286 -1.178 0.624
H 0.597 -0.830 -0.974
H -0.954 1.273 -0.649
H -1.198 0.814 0.900

Results
Charge: 0
HOMO: -10.45 eV
LUMO energy: -1.07 eV
Kohn-Sham gap: 9.4 eV
Multiplicity: 1


Model C:
DFT (the ωB97M-V functional and the def2-TZVPD basis) results for an isolated molecule of C2H4O2S.

CARTESIAN COORDINATES (ANGSTROEM)
O -0.759 -1.677 0.847
C -0.160 -0.995 0.062
O 0.176 -1.395 -1.156
C 0.295 0.402 0.586
S -0.010 1.914 -0.362
H 0.544 -0.666 -1.659
H -0.156 0.405 1.594
H 1.372 0.346 0.749
H -1.300 1.666 -0.661

Results
Charge: 0
SMILES: O=C(O)CS
HOMO: -9.90 eV
LUMO energy: 0.51 eV
Kohn-Sham gap: 10.4 eV
Multiplicity: 1


Which is most stable, and by how much? model C, by 50.3 kcal/mol.


Model A:
DFT (the ωB97M-V functional and the def2-TZVPD basis) results for a 11-piece molecular cluster, C20H67N5O11 overall.

CARTESIAN COORDINATES (ANGSTROEM)
C 35.125 16.100 5.532
O 33.903 16.390 6.148
C 32.761 16.110 5.369
C 32.732 17.058 4.093
C 32.911 18.541 4.524
N 31.443 16.791 3.411
H 35.138 16.182 4.445
H 35.328 15.044 5.707
H 35.974 16.648 5.942
H 32.741 15.047 5.129
H 31.809 16.220 5.889
H 33.565 16.705 3.486
H 33.267 19.083 3.647
H 33.685 18.710 5.272
H 31.950 18.948 4.838
H 31.419 17.461 2.656
H 31.546 15.933 2.889
C 16.942 16.763 5.041
O 17.744 15.720 4.493
C 18.150 14.815 5.499
C 18.668 13.526 4.762
C 17.658 12.781 3.935
N 19.131 12.578 5.716
H 17.172 17.215 6.006
H 15.908 16.421 5.006
H 16.935 17.602 4.345
H 18.902 15.252 6.156
H 17.231 14.608 6.047
H 19.558 13.773 4.182
H 17.898 11.806 3.512
H 17.321 13.345 3.065
H 16.742 12.548 4.478
H 19.949 12.879 6.226
H 18.484 12.378 6.465
C 27.321 20.692 10.990
O 28.310 20.602 11.973
C 29.644 20.440 11.390
C 29.922 19.174 10.676
C 29.658 17.901 11.490
N 31.333 19.141 10.238
H 27.621 21.340 10.165
H 26.463 21.236 11.384
H 26.937 19.746 10.609
H 29.830 21.230 10.662
H 30.370 20.664 12.172
H 29.214 19.196 9.848
H 30.048 17.791 12.501
H 30.073 17.014 11.011
H 28.593 17.700 11.371
H 31.581 19.983 9.738
H 31.563 18.437 9.552
C 32.107 5.264 12.422
O 33.101 4.780 13.327
C 33.287 5.587 14.396
C 34.282 4.907 15.422
C 34.512 5.844 16.594
N 35.479 4.503 14.801
H 31.217 5.753 12.816
H 31.877 4.389 11.814
H 32.480 6.083 11.808
H 33.645 6.531 13.985
H 32.379 5.700 14.987
H 33.818 3.998 15.805
H 33.671 6.305 17.111
H 35.113 6.664 16.202
H 35.195 5.463 17.353
H 36.018 3.785 15.263
H 35.044 4.096 13.986
C 27.637 11.503 7.747
O 26.969 12.686 7.994
C 26.969 13.521 6.835
C 26.510 14.963 7.183
C 25.102 15.089 7.688
N 26.537 15.895 6.046
H 27.184 10.914 6.949
H 27.720 10.872 8.632
H 28.658 11.843 7.573
H 27.939 13.518 6.339
H 26.185 13.068 6.228
H 27.164 15.420 7.926
H 24.966 14.719 8.704
H 24.427 14.501 7.066
H 24.672 16.090 7.671
H 27.338 15.689 5.466
H 26.717 16.850 6.320
O 24.046 18.967 1.965
H 23.683 18.086 1.873
H 24.617 18.912 2.731
O 25.634 21.105 5.409
H 24.788 21.474 5.660
H 26.192 21.867 5.254
O 20.664 12.408 10.956
H 20.726 13.308 11.276
H 19.783 12.126 11.200
O 23.815 9.756 9.567
H 24.429 10.429 9.274
H 23.046 10.244 9.861
O 24.482 14.512 1.805
H 25.201 14.318 1.203
H 24.887 15.023 2.506
O 21.937 22.129 8.174
H 21.446 22.230 7.358
H 21.529 21.380 8.608

Results
Charge: 0
SMILES: COC[C@H](C)N.COC[C@H](C)N.COC[C@H](C)N.COC[C@H](C)N.COC[C@H](C)N.O.O.O.O.O.O
HOMO: -9.05 eV
LUMO energy: 0.12 eV
Kohn-Sham gap: 9.2 eV
Multiplicity: 1


Model B:
DFT (the ωB97M-V functional and the def2-TZVPD basis) results for a 11-piece molecular cluster, C20H67N5O11 overall.

CARTESIAN COORDINATES (ANGSTROEM)
C 5.432 -13.696 -8.734
O 5.924 -14.970 -9.090
C 5.150 -16.037 -8.596
C 5.214 -16.204 -7.079
C 6.652 -16.310 -6.628
N 4.421 -17.426 -6.766
H 4.447 -13.514 -9.165
H 6.182 -12.957 -9.004
H 5.375 -13.594 -7.638
H 4.105 -15.961 -8.924
H 5.593 -16.937 -9.031
H 4.681 -15.371 -6.624
H 7.207 -15.418 -6.934
H 7.137 -17.150 -7.131
H 6.711 -16.407 -5.544
H 4.042 -17.303 -5.827
H 5.083 -18.186 -6.611
C 0.610 -9.645 -9.990
O 0.848 -9.416 -8.631
C 1.231 -8.087 -8.335
C 2.091 -8.088 -7.080
C 1.525 -8.881 -5.931
N 2.283 -6.681 -6.641
H 1.503 -9.450 -10.595
H -0.206 -9.025 -10.397
H 0.340 -10.689 -10.127
H 1.819 -7.647 -9.150
H 0.334 -7.473 -8.159
H 3.071 -8.509 -7.357
H 2.224 -8.945 -5.093
H 1.273 -9.896 -6.232
H 0.629 -8.382 -5.545
H 2.659 -6.106 -7.389
H 2.930 -6.632 -5.863
C 4.358 -3.436 -7.296
O 5.307 -3.244 -8.313
C 6.630 -3.379 -7.841
C 7.587 -3.109 -8.954
C 7.600 -4.210 -9.998
N 8.936 -2.992 -8.363
H 4.512 -4.397 -6.785
H 3.363 -3.434 -7.740
H 4.406 -2.617 -6.570
H 6.855 -2.700 -7.000
H 6.796 -4.392 -7.431
H 7.301 -2.171 -9.449
H 8.105 -3.907 -10.923
H 6.587 -4.458 -10.328
H 8.084 -5.120 -9.643
H 9.008 -2.133 -7.831
H 9.622 -2.984 -9.106
C 4.629 -7.573 -10.116
O 4.978 -8.636 -9.288
C 6.260 -8.560 -8.722
C 6.573 -9.917 -8.093
C 5.661 -10.187 -6.910
N 7.992 -10.042 -7.707
H 3.723 -7.850 -10.655
H 5.412 -7.382 -10.861
H 4.448 -6.648 -9.553
H 7.000 -8.331 -9.510
H 6.330 -7.708 -8.023
H 6.361 -10.633 -8.895
H 5.812 -9.417 -6.140
H 5.924 -11.119 -6.409
H 4.617 -10.188 -7.211
H 8.153 -9.438 -6.894
H 8.563 -9.603 -8.428
C 6.507 -11.685 -1.597
O 5.965 -11.187 -2.811
C 6.586 -10.016 -3.297
C 6.125 -8.781 -2.608
C 4.662 -8.480 -2.899
N 6.966 -7.647 -3.102
H 5.821 -12.428 -1.200
H 6.637 -10.881 -0.871
H 7.474 -12.170 -1.776
H 7.685 -10.093 -3.260
H 6.365 -9.961 -4.365
H 6.251 -8.838 -1.520
H 4.310 -7.571 -2.408
H 4.054 -9.297 -2.493
H 4.456 -8.383 -3.965
H 7.943 -7.831 -2.871
H 6.741 -6.833 -2.534
O 3.642 -10.995 -9.883
H 4.136 -10.266 -9.478
H 3.535 -10.723 -10.803
O 5.943 -13.122 -4.726
H 5.078 -13.085 -5.147
H 5.855 -12.568 -3.920
O 10.591 -11.485 -6.486
H 9.724 -11.903 -6.653
H 11.095 -12.158 -6.020
O 8.064 -12.757 -6.598
H 7.396 -12.811 -5.892
H 7.874 -11.905 -7.036
O 10.230 -8.820 -5.745
H 10.373 -9.745 -6.038
H 10.431 -8.274 -6.510
O 2.936 -10.161 -12.721
H 2.240 -9.884 -13.326
H 3.664 -10.435 -13.288

Results
Charge: 0
SMILES: COC[C@H](C)N.COC[C@H](C)N.COC[C@H](C)N.COC[C@H](C)N.COC[C@H](C)N.O.O.O.O.O.O
HOMO: -8.82 eV
LUMO energy: 0.28 eV
Kohn-Sham gap: 9.1 eV
Multiplicity: 1


Which is most stable, and by how much? model B, by 102.4 kcal/mol.


Model A:
DFT (the ωB97M-V functional and the def2-TZVPD basis) results for a 7-piece molecular cluster, C12H38O7 overall.

CARTESIAN COORDINATES (ANGSTROEM)
C -0.203 -3.941 -3.383
C -0.802 -2.556 -3.612
C 0.339 -1.590 -4.031
O -1.736 -2.738 -4.615
H 0.113 -4.296 -4.364
H -0.901 -4.731 -3.105
H 0.606 -3.894 -2.654
H -1.334 -2.066 -2.796
H 1.109 -1.635 -3.260
H 0.031 -0.573 -4.272
H 0.877 -1.953 -4.906
H -1.330 -2.842 -5.478
C -1.253 -2.493 4.070
C -0.376 -1.336 4.407
C 1.047 -1.682 4.374
O -0.527 -0.479 3.327
H -1.120 -3.313 4.776
H -0.903 -2.842 3.098
H -2.300 -2.225 3.922
H -0.632 -0.781 5.310
H 1.468 -2.262 5.195
H 1.558 -0.719 4.381
H 1.440 -2.274 3.547
H 0.074 0.254 3.481
C 2.740 4.532 -1.473
C 1.386 3.898 -1.317
C 0.390 4.965 -0.846
O 0.995 3.381 -2.556
H 2.735 5.550 -1.861
H 3.324 3.882 -2.125
H 3.278 4.679 -0.536
H 1.415 3.172 -0.503
H -0.644 4.624 -0.784
H 0.465 5.828 -1.506
H 0.567 5.244 0.193
H 1.589 2.696 -2.870
C -0.629 0.810 -0.021
C -0.861 -0.681 -0.130
C 0.386 -1.585 -0.304
O -1.595 -1.069 0.951
H -0.210 1.103 0.942
H -1.601 1.298 -0.093
H 0.017 1.258 -0.777
H -1.460 -0.900 -1.014
H 1.063 -1.311 -1.114
H 0.125 -2.632 -0.454
H 1.091 -1.544 0.527
H -1.142 -0.741 1.731
O -2.639 0.864 4.164
H -2.398 1.752 3.901
H -1.850 0.344 4.009
O -4.184 -0.094 0.691
H -4.283 0.301 -0.175
H -3.239 -0.201 0.800
O 3.292 1.493 -0.056
H 2.662 0.775 -0.116
H 3.970 1.272 -0.694

Results
Charge: 0
SMILES: CC(C)O.CC(C)O.CC(C)O.CC(C)O.O.O.O
HOMO: -10.21 eV
LUMO energy: 0.08 eV
Kohn-Sham gap: 10.3 eV
Multiplicity: 1


Model B:
DFT (the ωB97M-V functional and the def2-TZVPD basis) results for a 7-piece molecular cluster, C12H38O7 overall.

CARTESIAN COORDINATES (ANGSTROEM)
C -0.790 1.771 1.041
C -1.793 1.315 -0.032
O -1.857 2.277 -1.094
H -0.680 1.113 1.893
H -1.155 2.656 1.485
H 0.181 1.976 0.677
H -2.815 1.236 0.435
H -1.513 0.339 -0.449
H -2.585 2.063 -1.659
C 1.456 -0.560 0.220
C 1.361 0.052 -1.196
O 0.528 -0.830 -1.949
H 1.977 0.121 0.867
H 2.121 -1.381 0.251
H 0.508 -0.810 0.662
H 2.298 0.157 -1.730
H 0.808 0.957 -1.148
H 0.386 -0.377 -2.775
C 2.086 3.619 -3.123
C 0.597 3.390 -2.858
O 0.410 3.625 -1.535
H 2.679 2.756 -2.839
H 2.493 4.389 -2.509
H 2.333 3.910 -4.107
H 0.332 2.347 -3.072
H -0.109 4.019 -3.498
H -0.360 3.115 -1.276
C -1.121 -5.078 0.795
C -0.620 -3.677 0.523
O -0.575 -3.535 -0.894
H -1.324 -5.311 1.881
H -0.453 -5.852 0.482
H -2.068 -5.198 0.303
H 0.373 -3.556 0.903
H -1.305 -2.916 0.936
H -0.057 -2.771 -1.062
C 1.325 -1.108 3.776
C 1.746 -0.158 4.817
O 0.623 0.582 5.213
H 0.639 -1.948 4.064
H 2.190 -1.618 3.334
H 0.858 -0.632 2.963
H 2.646 0.403 4.508
H 2.054 -0.813 5.655
H 0.827 1.048 6.069
C 0.515 1.181 -5.355
O 0.018 0.227 -4.451
H 1.173 1.936 -4.906
H -0.260 1.702 -5.989
H 1.247 0.827 -6.099
H -0.679 -0.269 -4.857
C -2.551 -1.105 2.475
O -3.009 -0.882 3.778
H -2.787 -2.108 2.175
H -1.478 -1.099 2.557
H -2.937 -0.293 1.810
H -3.906 -1.223 3.914

Results
Charge: 0
SMILES: CCO.CCO.CCO.CCO.CCO.CO.CO
HOMO: -9.52 eV
LUMO energy: 0.43 eV
Kohn-Sham gap: 10.0 eV
Multiplicity: 1


Which is most stable, and by how much? model A, by 43.6 kcal/mol.


Model A:
DFT (the ωB97M-V functional and the def2-TZVPD basis) results for a 2-piece molecular cluster, C3H5N2O overall.

CARTESIAN COORDINATES (ANGSTROEM)
C 1.716 0.032 1.105
C -0.094 -0.852 -0.879
C 0.002 0.638 -0.680
N -2.118 0.223 0.460
N -1.028 0.052 -0.126
O 1.635 -1.105 1.218
H 1.939 1.035 1.069
H -0.591 -1.159 -1.736
H 0.320 -1.671 -0.239
H 0.505 1.547 -0.789
H -2.286 1.258 0.596

Results
Charge: +1
HOMO (spin up / spin down): -13.45 / -13.44 eV
LUMO energy (spin up / spin down): -5.97 / -5.97 eV
Kohn-Sham gap (spin up / spin down): 7.5 / 7.5 eV
Multiplicity: 1


Model B:
DFT (the ωB97M-V functional and the def2-TZVPD basis) results for an isolated ion of composition C3H5N2O and charge +1.

CARTESIAN COORDINATES (ANGSTROEM)
C -0.187 -0.505 -1.040
C 1.242 -0.377 0.848
C -0.777 0.963 0.679
N 1.009 -0.741 -0.377
N -1.052 0.288 -0.434
O 1.954 -0.175 1.732
H -0.375 -0.981 -1.983
H -1.582 1.288 1.312
H 0.179 1.441 0.801
H 1.601 -1.484 -0.761
H -2.013 0.281 -0.778

Results
Charge: +1
HOMO (spin up / spin down): -13.02 / -13.02 eV
LUMO energy (spin up / spin down): -5.12 / -5.12 eV
Kohn-Sham gap (spin up / spin down): 7.9 / 7.9 eV
Multiplicity: 1


Model C:
DFT (the ωB97M-V functional and the def2-TZVPD basis) results for an isolated ion of composition C3H5N2O and charge +1.

CARTESIAN COORDINATES (ANGSTROEM)
C -0.112 1.166 -0.907
C 0.702 -1.114 -0.310
C -0.836 0.261 1.090
N -0.400 1.312 0.425
N 0.440 0.029 -1.201
O -0.440 -0.907 0.795
H 0.482 -2.143 -0.791
H 1.726 -1.017 0.264
H -1.539 0.401 1.954
H -0.605 2.352 0.805
H 0.583 -0.339 -2.123

Results
Charge: +1
HOMO: -13.99 eV
LUMO energy: -4.98 eV
Kohn-Sham gap: 9.0 eV
Multiplicity: 1


Model D:
DFT (the ωB97M-V functional and the def2-TZVPD basis) results for an isolated ion of composition C3H5N2O and charge +1.

CARTESIAN COORDINATES (ANGSTROEM)
C 0.873 -0.613 0.755
N -0.153 -0.528 -0.242
C -0.143 -0.103 -1.500
C -1.558 -0.279 -1.877
N -2.211 -0.930 -0.973
O -1.368 -1.017 0.087
H 1.840 -0.675 0.144
H 0.962 0.353 1.336
H 0.687 -1.534 1.398
H 0.718 0.496 -1.691
H -2.024 -0.091 -2.816

Results
Charge: +1
SMILES: C[n+]1ccno1
HOMO: -17.28 eV
LUMO energy: -5.81 eV
Kohn-Sham gap: 11.5 eV
Multiplicity: 1


Which is most stable, and by how much? model B, by 2.6 kcal/mol.